C11H29I2OP2SiTi | ωB97M-V/def2-TZVPD

Structure (XYZ):
```
47
Properties=species:S:1:pos:R:3:forces:R:3:mulliken_charge:R:1
I -0.2347 -1.3018 -5.6852 0.01 1.43 0.94 0.170
I -0.2194 1.1315 -4.2107 0.02 -1.10 -0.91 0.034
Ti -0.2362 0.4341 -0.4690 0.13 1.55 2.71 -0.617
P -2.6982 0.1611 -0.9792 -1.39 -0.22 0.04 1.181
C -3.1391 -0.0058 -2.7222 -0.03 0.68 -0.21 -1.043
C -3.3690 -1.4317 -0.3982 0.31 -0.24 0.28 -1.263
H -4.4615 -1.3804 -0.3232 0.24 0.07 -0.05 0.459
H -4.8256 1.0293 -0.1231 0.41 0.12 -0.06 0.429
H -2.9434 -1.7272 0.5612 -0.29 0.00 -0.07 0.337
H -3.3761 1.7175 0.7168 -0.43 0.01 -0.38 0.330
H -2.6527 -0.9065 -3.0902 -0.06 -0.07 -0.20 0.323
H -3.1059 -2.1867 -1.1447 -0.03 -0.02 0.18 0.359
C -3.8037 1.4181 -0.2574 0.22 0.30 0.08 -1.167
H -4.2248 -0.0851 -2.8456 0.20 -0.02 0.06 0.412
H -3.8306 2.2856 -0.9364 -0.01 -0.18 0.37 0.372
H -2.7454 0.8535 -3.2745 -0.49 -0.29 0.01 0.207
P 2.2912 0.2192 -0.9310 1.58 -0.34 -0.05 1.062
C 2.6768 -0.0787 -2.6774 -0.12 0.64 -0.17 -1.000
C 3.5415 1.4403 -0.3835 -0.37 0.41 0.13 -1.251
H 2.5695 -1.6036 0.7095 0.29 0.01 -0.18 0.300
H 4.0167 -1.4076 -0.3295 -0.31 0.10 -0.04 0.433
H 2.5330 -2.1540 -0.9804 0.12 0.00 0.20 0.377
C 2.9192 -1.3842 -0.3024 -0.41 -0.24 0.29 -1.184
H 3.2503 1.8374 0.6070 0.33 -0.06 -0.51 0.348
H 4.5505 1.0016 -0.3334 -0.45 0.03 -0.03 0.427
H 3.7542 -0.2139 -2.8251 -0.22 0.01 0.06 0.412
H 2.2922 0.7587 -3.2704 0.52 -0.33 0.02 0.179
H 3.5500 2.2519 -1.1280 0.02 -0.10 0.39 0.422
H 2.1394 -0.9812 -2.9588 0.11 -0.06 -0.28 0.345
C -0.2233 -1.0601 -1.7098 0.50 -7.54 -3.49 0.533
O -0.1547 -2.1183 -2.2217 -0.46 4.87 2.08 -0.234
C 2.0882 -0.2195 2.9081 -0.25 0.26 -0.13 -1.059
Si 0.3013 0.2388 2.5449 0.41 -0.91 1.55 0.168
C -0.7384 -0.2235 4.0240 -0.12 0.10 -0.06 -1.096
C 0.2019 2.0820 2.2724 -0.32 0.13 -0.47 -1.066
C -0.2693 -0.8768 1.1490 -0.47 -0.07 -2.49 -0.425
H 2.3381 0.2881 3.8499 0.17 -0.26 -0.16 0.400
H 2.7767 0.1398 2.1380 0.06 -0.01 0.17 0.268
H 2.2255 -1.3067 3.0136 -0.07 0.37 0.13 0.377
H -0.3334 0.2597 4.9198 -0.09 -0.02 -0.08 0.350
H -1.7813 0.0896 3.9117 0.07 -0.03 0.06 0.329
H -0.7263 -1.3058 4.1970 0.04 0.17 -0.07 0.359
H 0.8970 2.5011 1.5363 0.01 0.09 0.04 0.364
H -0.8138 2.4649 2.0745 0.33 -0.01 0.19 0.386
H 0.5269 2.4512 3.2608 -0.16 0.13 -0.36 0.315
H 0.5680 -1.5073 0.8201 0.12 0.00 0.19 0.219
H -1.1013 -1.5886 1.2966 0.29 0.65 0.28 0.420
```
Positions in Å, forces in eV/Å.

Net charge: +2
Maximum force: 8.32 eV Å⁻¹
Spin multiplicity: 2
E: -79681.5623 eV
Gap between HOMO and LUMO (alpha / beta): 7.04 / 7.04 eV